Entry 1:
14
Properties=species:S:1:pos:R:3:forces:R:3 method="wB97M-V/def2-TZVPD" relative_energy_kj_mol=466.53 total_charge=0 multiplicity=1
N -0.708 -0.085 1.614 -0.1898 0.0646 -0.0282
H 0.991 1.323 -0.927 -0.0539 0.0082 0.1565
H 1.824 -1.910 0.155 0.0468 0.0305 -0.0777
H 1.458 -1.181 -1.442 0.0706 0.1203 0.1990
H -1.751 1.263 -1.200 0.0294 -0.0687 0.1079
N -2.508 0.375 0.584 -0.0832 -0.0152 -0.0514
C 2.071 -1.110 -0.543 0.0104 -0.1792 -0.0912
H 3.130 -1.109 -0.799 -0.0522 -0.0913 -0.0038
C 0.957 1.020 0.135 -0.2279 0.1019 -0.0908
N -1.979 -0.184 1.701 0.2288 0.0320 -0.0836
C -0.363 0.518 0.415 0.0381 0.1673 -0.0338
C -1.548 0.791 -0.251 0.0010 -0.0506 0.0773
H 1.939 -0.148 0.056 0.0535 -0.1006 -0.0502
H -3.511 0.438 0.501 0.1284 -0.0191 -0.0300



Entry 2:
14
Properties=species:S:1:pos:R:3:forces:R:3 method="wB97M-V/def2-TZVPD" relative_energy_kj_mol=67.12 total_charge=0 multiplicity=1
C -0.285 -0.918 0.162 -0.3838 -0.0310 0.1495
H -0.730 -1.594 -0.589 1.2814 -0.0688 -0.1127
H -0.249 -1.485 1.095 0.0664 0.1103 0.0853
C 0.977 -0.087 -0.037 -0.3665 0.0585 -0.2200
N 2.247 -0.679 -0.006 0.0108 -0.0189 -0.1539
N -2.591 0.042 -0.056 -1.0005 1.3429 0.3794
H 1.273 2.098 -0.015 0.0320 -0.2905 0.0069
C -1.355 0.139 0.163 -0.6098 0.2565 0.0263
C 0.644 1.215 0.005 0.2225 -0.2923 -0.1156
N -0.742 1.379 0.223 -0.0923 -0.1873 -0.0283
H 2.991 -0.029 -0.233 -0.0852 -0.0901 0.0568
H 2.300 -1.484 -0.617 0.0665 0.0606 0.0590
H -1.272 2.173 -0.113 0.1747 -0.1486 0.0457
H -3.140 -0.790 0.053 0.6840 -0.7014 -0.1784



Entry 3:
14
Properties=species:S:1:pos:R:3:forces:R:3 method="wB97M-V/def2-TZVPD" relative_energy_kj_mol=500.48 total_charge=0 multiplicity=1
H -0.601 -1.203 -0.335 -0.0298 0.1613 0.0411
H -2.456 1.177 0.316 0.0153 -0.1739 -0.1138
C 2.569 0.849 -0.475 -0.4804 -0.4232 -0.2675
N 0.192 0.634 0.193 0.1181 0.2204 -0.1245
N 2.963 -0.084 0.486 0.0637 -0.6006 0.0396
C 1.300 0.510 -0.457 -0.4201 0.8823 0.0169
H 0.127 1.433 0.809 -0.0908 -0.0693 0.2438
H -3.024 -0.431 -0.178 0.1204 0.1072 -0.0016
N 2.696 -1.297 0.325 1.2028 -0.0456 0.2116
H -2.078 0.565 -1.310 -0.0841 -0.0192 0.1476
C -0.904 -0.332 0.252 -0.1589 -0.0820 -0.1391
C -2.196 0.280 -0.260 -0.0949 0.0194 -0.0456
H -0.996 -0.661 1.297 0.0281 0.0976 -0.2509
H 2.407 -1.439 -0.665 -0.1894 -0.0744 0.2424



Entry 4:
14
Properties=species:S:1:pos:R:3:forces:R:3 method="wB97M-V/def2-TZVPD" relative_energy_kj_mol=41.13 total_charge=0 multiplicity=1
C 1.475 -0.206 0.038 -0.1814 -0.0007 0.0189
N 3.437 1.533 -0.035 -0.9299 -0.7372 0.0792
N 1.652 -1.441 -0.230 0.1866 0.1567 -0.0009
H -1.180 -0.922 1.256 0.0087 0.1031 -0.1373
H -3.006 -0.256 -0.375 0.1424 0.0832 0.0524
N 0.258 0.318 0.347 0.1502 -0.0275 -0.0336
C -0.951 -0.483 0.275 -0.0831 -0.1191 -0.0062
H 2.621 -1.632 -0.470 -0.1141 0.0455 0.0426
C 2.554 0.787 0.013 0.9019 0.6269 -0.0574
H -2.358 1.171 0.448 0.0422 -0.1199 -0.1008
C -2.110 0.358 -0.244 -0.0235 0.0205 -0.0076
H -0.733 -1.320 -0.394 -0.0703 0.1456 0.0696
H 0.191 1.295 0.584 0.0500 -0.1088 -0.0515
H -1.848 0.797 -1.213 -0.0798 -0.0684 0.1327